one.
ORCA calculation (ωB97M-V/def2-TZVPD) on a cluster of 2 separate species, C5H14N3 in total.

Cartesian coordinates (Å):
C1 -0.09 -0.80 0.86
N1 -1.40 -0.50 0.18
C2 -0.24 -2.11 1.60
N2 0.91 -2.28 2.59
H1 0.05 0.02 1.56
H2 0.77 -0.83 0.17
H3 -1.63 0.48 0.35
H4 -1.20 -0.47 -0.83
H5 -0.15 -2.95 0.97
H6 -1.17 -2.10 2.09
H7 0.98 -3.23 2.85
H8 1.74 -2.01 2.02
H9 0.78 -1.68 3.40
C3 -0.04 2.87 -1.83
C4 -1.33 2.53 -1.60
C5 1.29 1.03 -2.44
N3 0.81 2.18 -2.76
H10 0.37 3.81 -1.46
H11 -1.77 1.64 -2.09
H12 -1.95 3.23 -1.03
H13 1.96 0.57 -3.18
H14 1.33 0.61 -1.41

LUMO ... -3.89 eV
Charge ... +1
Multiplicity ... 1
Frontier orbital gap ... 7.88 eV



two.
ORCA calculation (ωB97M-V/def2-TZVPD) on the ion C5H14N3 with charge +1.

Cartesian coordinates (Å):
H1 -1.14 1.55 -0.22
N1 -1.85 0.77 -0.06
N2 -1.97 -0.09 -0.95
C1 -1.01 -0.42 -2.01
C2 0.17 -1.13 -1.25
C3 1.13 -0.21 -0.37
N3 0.48 0.26 0.78
C4 0.87 1.60 1.24
C5 0.41 -0.70 1.89
H2 -2.77 -0.69 -0.69
H3 -0.53 0.53 -2.52
H4 -1.52 -1.06 -2.63
H5 -0.17 -1.90 -0.58
H6 0.81 -1.52 -1.94
H7 2.05 -0.82 -0.27
H8 1.29 0.69 -1.00
H9 -0.04 1.92 1.85
H10 1.74 1.55 1.84
H11 1.12 2.29 0.32
H12 1.23 -0.44 2.67
H13 -0.68 -0.44 2.40
H14 0.36 -1.71 1.49

LUMO (alpha / beta) ... -5.31 / -5.31 eV
Charge ... +1
Multiplicity ... 1
SMILES ... [H]/N=[NH+]\CCCN(C)C
Frontier orbital gap (alpha / beta) ... 7.40 / 7.41 eV



three.
ORCA calculation (ωB97M-V/def2-TZVPD) on a cluster of 2 separate species, C5H14N3 in total.

Cartesian coordinates (Å):
C1 1.68 -0.11 0.31
C2 -2.64 0.13 -0.76
C3 -1.67 -0.68 1.40
C4 1.05 0.98 -1.63
C5 -1.68 -0.75 -0.06
N1 2.28 1.00 0.68
N2 0.92 -0.07 -0.72
N3 1.75 -1.35 0.94
H1 -2.86 -0.14 -1.85
H2 -3.59 0.40 -0.21
H3 -2.12 1.19 -0.76
H4 -0.80 -0.95 2.05
H5 -2.29 -1.62 1.56
H6 -2.28 0.00 1.94
H7 0.36 0.96 -2.46
H8 1.06 2.06 -1.22
H9 2.04 1.10 -2.19
H10 -0.83 -1.44 -0.31
H11 2.53 1.77 0.04
H12 2.84 1.05 1.53
H13 2.56 -1.48 1.48
H14 1.71 -2.04 0.24

LUMO ... -5.44 eV
Charge ... +1
Multiplicity ... 1
Frontier orbital gap ... 6.76 eV



Most stable: one



one.
ORCA calculation (ωB97M-V/def2-TZVPD) on the ion C5H14N3 with charge +1.

Cartesian coordinates (Å):
C1 -0.07 1.61 2.03
C2 0.77 0.42 1.76
N1 0.06 -0.68 1.12
N2 -0.68 -0.34 0.09
C3 -2.07 0.09 0.23
C4 0.08 -0.59 -0.91
N3 -0.35 -0.54 -2.18
C5 0.57 0.04 -3.14
H1 -0.49 2.01 1.14
H2 -0.94 1.24 2.58
H3 0.50 2.25 2.61
H4 1.14 0.08 2.72
H5 1.62 0.83 1.16
H6 -0.54 -1.20 1.82
H7 -2.88 -0.31 -0.48
H8 -2.36 -0.24 1.28
H9 -2.08 1.16 0.29
H10 1.13 -0.49 -0.66
H11 -1.35 -0.67 -2.43
H12 1.55 -0.10 -2.66
H13 0.58 -0.49 -4.17
H14 0.25 1.09 -3.39

LUMO ... -3.47 eV
Charge ... +1
Multiplicity ... 1
SMILES ... CCNN(C)/C=[NH+]/C
Frontier orbital gap ... 9.94 eV



two.
ORCA calculation (ωB97M-V/def2-TZVPD) on the ion C5H14N3 with charge +1.

Cartesian coordinates (Å):
C1 0.96 -0.74 0.14
C2 -0.45 0.88 1.09
C3 0.67 0.15 -0.99
C4 -0.48 0.61 -2.90
C5 0.63 -0.68 2.83
N1 -1.47 -0.60 -1.14
N2 -0.36 -0.15 -1.76
N3 0.73 0.04 1.47
H1 0.24 -1.56 0.08
H2 1.94 -1.11 0.27
H3 -0.39 1.89 1.67
H4 -1.34 0.44 1.49
H5 1.39 0.86 -1.32
H6 -0.17 1.75 -2.81
H7 0.07 0.26 -3.81
H8 -1.49 0.62 -3.39
H9 0.40 0.11 3.53
H10 -0.16 -1.37 2.96
H11 1.55 -1.32 2.94
H12 -1.61 -0.12 -0.22
H13 -2.33 -0.61 -1.67
H14 1.66 0.66 1.53

LUMO ... -4.05 eV
Charge ... +1
Multiplicity ... 1
Frontier orbital gap ... 7.91 eV



three.
ORCA calculation (ωB97M-V/def2-TZVPD) on the ion C5H14N3 with charge +1.

Cartesian coordinates (Å):
C1 -1.26 0.53 1.33
C2 -0.58 -0.84 1.55
N1 -1.40 -1.99 1.42
C3 0.46 -1.13 0.33
C4 0.49 -0.16 -0.79
N2 -0.46 -0.21 -1.78
C5 1.47 0.77 -0.81
N3 1.78 1.86 -1.70
H1 -0.66 1.28 1.68
H2 -1.67 0.81 0.39
H3 -2.18 0.68 1.86
H4 0.09 -0.88 2.45
H5 -2.04 -2.12 2.23
H6 -2.08 -1.85 0.66
H7 0.33 -2.16 -0.04
H8 1.44 -1.16 0.89
H9 -1.16 -0.98 -1.63
H10 -0.56 0.62 -2.40
H11 2.26 0.69 -0.04
H12 1.10 2.58 -1.68
H13 1.95 1.46 -2.70
H14 2.68 2.21 -1.22

LUMO ... -3.80 eV
Charge ... +1
Multiplicity ... 1
SMILES ... C[C@@H](N)C/C(N)=C/[NH3+]
Frontier orbital gap ... 8.59 eV



four.
ORCA calculation (ωB97M-V/def2-TZVPD) on a cluster of 2 separate species, C5H14N3 in total.

Cartesian coordinates (Å):
C1 0.20 -2.31 -0.55
C2 -0.82 -1.94 -1.33
N1 -1.63 -2.80 -2.01
N2 0.92 -1.30 0.23
H1 0.45 -3.33 -0.31
H2 -1.06 -0.89 -1.45
H3 -2.16 -2.41 -2.76
H4 -1.31 -3.74 -2.20
H5 1.92 -1.39 0.06
H6 0.81 -1.49 1.23
H7 0.72 -0.23 0.10
C3 -1.09 1.84 1.62
C4 0.42 2.00 1.42
C5 1.35 2.07 -0.73
N3 0.91 1.34 0.21
H8 -1.33 2.18 2.62
H9 -1.72 2.36 0.90
H10 -1.32 0.77 1.57
H11 0.90 1.50 2.26
H12 0.71 3.06 1.44
H13 1.43 3.15 -0.68
H14 1.71 1.56 -1.62

LUMO ... -2.77 eV
Charge ... +1
Multiplicity ... 1
Frontier orbital gap ... 9.75 eV



Most stable: four



one.
ORCA calculation (ωB97M-V/def2-TZVPD) on a cluster of 2 separate species, C5H14N3 in total.

Cartesian coordinates (Å):
C1 -1.57 -1.38 -0.58
C2 -1.87 0.03 -0.41
C3 0.83 2.30 -0.14
C4 2.04 1.04 1.79
C5 1.59 1.30 0.34
N1 -2.65 -2.13 -0.79
N2 1.93 0.16 -0.43
N3 -0.44 -1.96 -0.38
H1 -1.03 0.64 -0.57
H2 -2.70 0.36 -1.08
H3 -2.33 0.10 0.54
H4 0.47 3.16 0.38
H5 -0.36 -2.93 -0.63
H6 0.62 2.41 -1.30
H7 1.71 0.11 2.20
H8 3.04 1.19 1.70
H9 1.72 1.88 2.36
H10 -3.57 -1.59 -0.73
H11 -2.63 -3.19 -0.71
H12 2.12 0.31 -1.39
H13 2.65 -0.33 0.04
H14 0.44 -1.47 -0.21

LUMO ... -3.10 eV
Charge ... +1
Multiplicity ... 1
Frontier orbital gap ... 8.79 eV



two.
ORCA calculation (ωB97M-V/def2-TZVPD) on a cluster of 3 separate species, C5H14N3 in total.

Cartesian coordinates (Å):
C1 -0.03 -0.27 -1.49
C2 0.92 0.85 -1.57
C3 0.70 2.00 -2.23
C4 -0.17 -0.31 1.57
N1 -1.29 2.43 0.19
C5 -0.57 1.71 0.92
N2 -0.91 0.79 1.93
N3 0.53 -3.74 0.62
H1 0.46 -1.21 -1.73
H2 -0.45 -0.31 -0.43
H3 -0.83 -0.12 -2.21
H4 1.82 0.72 -0.97
H5 -0.14 2.08 -2.89
H6 1.54 2.68 -2.31
H7 -0.78 -1.19 1.61
H8 0.72 -0.22 2.20
H9 -2.26 2.25 0.46
H10 0.53 1.86 0.82
H11 -1.43 1.21 2.70
H12 0.35 -2.80 0.91
H13 -0.15 -4.36 1.04
H14 1.45 -4.06 0.87

LUMO ... -8.04 eV
Charge ... +1
Multiplicity ... 1
Frontier orbital gap ... 5.17 eV



Most stable: one